1.
Formula: C31H46N8O2S2SeV
Source: the OMol25 dataset
Level of theory: wB97M-V/def2-TZVPD

Summary:
2S+1: 4
⟨S²⟩: 3.77
frontier orbital gap (alpha / beta): 6.4 / 7.4 eV
F_max: 3.08 eV Å⁻¹
LUMO (alpha / beta): 0.31 / 0.31 eV
DFT total energy: -161616.6077 eV
energy relative to the best compared isomer or geometry (same formula, charge and spin): 97.6 kJ/mol

Element x y z (Å)
V: 0.85 -2.20 0.04
N: 3.17 -2.62 -3.70
C: 2.62 -2.51 -2.45
S: 1.21 -1.49 -2.29
N: 3.16 -3.17 -1.49
N: 2.52 -3.11 -0.26
C: 3.18 -3.71 0.68
C: 2.74 -3.91 2.03
C: 3.67 -4.41 2.97
C: 3.31 -4.66 4.27
C: 1.99 -4.42 4.68
C: 1.06 -3.95 3.78
C: 1.40 -3.67 2.44
O: 0.50 -3.21 1.62
H: 2.93 -1.92 -4.37
H: 4.10 -3.02 -3.75
H: 4.15 -4.11 0.40
H: 4.68 -4.59 2.63
H: 4.04 -5.03 4.98
H: 1.70 -4.62 5.70
H: 0.04 -3.77 4.09
C: 2.94 0.79 5.21
C: 3.15 -0.46 4.35
C: 2.77 -0.26 2.92
N: 1.86 -0.92 2.31
N: 1.73 -0.66 0.98
C: 2.54 0.31 0.58
N: 2.55 0.87 -0.64
S: 3.56 0.90 1.86
H: 3.25 0.59 6.23
H: 1.89 1.08 5.21
H: 3.53 1.62 4.83
H: 2.55 -1.29 4.72
H: 4.20 -0.76 4.38
H: 2.12 0.29 -1.37
H: 3.40 1.35 -0.90
C: -0.79 -4.37 -1.62
C: -2.02 -3.70 -1.04
O: -1.65 -2.64 -0.16
C: -2.73 -2.25 0.69
C: -2.21 -1.55 1.93
H: -1.06 -5.29 -2.12
H: -0.09 -4.62 -0.81
H: -0.30 -3.72 -2.34
H: -2.59 -4.44 -0.46
H: -2.67 -3.32 -1.84
H: -3.29 -3.15 0.98
H: -3.42 -1.60 0.12
H: -1.44 -2.16 2.39
H: -3.03 -1.38 2.63
H: -1.78 -0.58 1.67
C: -2.93 -0.57 -4.09
C: -3.04 0.95 -4.22
C: -1.81 1.59 -4.85
C: -0.59 1.62 -3.93
N: -0.76 2.52 -2.81
C: -0.92 2.17 -1.50
Se: -1.20 0.51 -0.82
N: -0.92 3.32 -0.77
C: -1.03 3.38 0.67
C: -2.48 3.55 1.13
C: -2.61 3.63 2.65
C: -2.36 2.28 3.33
C: -0.80 4.41 -1.61
C: -0.79 5.77 -1.36
C: -0.66 6.62 -2.45
C: -0.53 6.12 -3.74
C: -0.55 4.75 -3.99
C: -0.69 3.91 -2.91
H: -3.84 -0.99 -3.65
H: -2.09 -0.85 -3.45
H: -2.78 -1.03 -5.07
H: -3.21 1.38 -3.22
H: -3.92 1.19 -4.83
H: -2.05 2.61 -5.15
H: -1.54 1.03 -5.76
H: 0.29 1.94 -4.48
H: -0.39 0.63 -3.53
H: -0.42 4.21 1.03
H: -0.62 2.44 1.06
H: -3.06 2.70 0.75
H: -2.88 4.46 0.67
H: -3.61 3.97 2.90
H: -1.90 4.37 3.03
H: -3.07 1.54 2.97
H: -2.47 2.37 4.41
H: -1.35 1.91 3.13
H: -0.88 6.17 -0.36
H: -0.65 7.69 -2.29
H: -0.44 6.80 -4.57
H: -0.45 4.37 -5.00


2.
Formula: C31H47Cl2FNO5P2
Source: the OMol25 dataset
Level of theory: wB97M-V/def2-TZVPD

Summary:
2S+1: 1
frontier orbital gap: 7.4 eV
F_max: 3.30 eV Å⁻¹
LUMO: -3.45 eV
DFT total energy: -90965.0103 eV
total charge: +1

Element x y z (Å)
C: -3.92 -0.33 -4.22
C: -3.56 -1.07 -2.84
P: -2.72 0.18 -1.78
C: -4.03 1.44 -1.21
C: -5.48 1.13 -1.70
C: -1.87 -0.33 -0.21
C: -1.28 1.02 0.42
C: -0.72 2.09 -0.59
C: 0.54 1.65 -1.42
C: 0.22 1.38 -2.95
F: 1.42 2.79 -1.41
C: -0.16 0.80 1.50
C: -0.39 -0.59 2.18
P: -1.95 -0.72 3.23
C: -1.52 -1.32 4.97
C: -2.71 0.98 3.54
C: -0.20 -1.70 1.10
C: -0.53 -3.07 1.76
O: 0.09 -3.14 3.06
C: 1.43 -3.61 2.93
N: -0.81 -1.39 -0.24
C: -1.03 -2.53 -1.16
Cl: 0.51 -3.50 -1.38
C: -2.24 -3.50 -0.98
C: -3.44 -3.08 -0.09
Cl: -1.81 -5.22 -0.46
H: -3.53 0.72 -4.21
H: -5.00 -0.36 -4.41
H: -3.42 -0.82 -5.08
H: -4.56 -1.39 -2.45
H: -3.00 -1.95 -3.17
H: -3.73 2.48 -1.44
H: -4.07 1.37 -0.09
H: -5.53 1.40 -2.77
H: -6.17 1.82 -1.18
H: -5.83 0.10 -1.50
H: -2.66 -0.64 0.53
H: -2.14 1.50 0.94
H: -0.32 2.90 0.08
H: -1.47 2.62 -1.19
H: 1.13 0.84 -0.95
H: -0.65 1.96 -3.29
H: -0.06 0.30 -3.02
H: 1.10 1.54 -3.60
H: 0.88 0.80 1.11
H: -0.18 1.58 2.30
H: 0.47 -0.70 2.89
H: -0.42 -1.24 5.15
H: -1.77 -2.40 5.02
H: -2.07 -0.75 5.75
H: -3.79 0.97 3.27
H: -2.69 1.21 4.63
H: -2.17 1.81 3.04
H: 0.90 -1.73 0.93
H: -0.09 -3.95 1.24
H: -1.59 -3.30 1.94
H: 1.93 -3.29 1.98
H: 2.07 -3.27 3.77
H: 1.47 -4.73 2.94
H: -0.06 -0.87 -0.72
H: -1.10 -2.08 -2.18
H: -2.66 -3.70 -1.98
H: -4.21 -2.47 -0.61
H: -3.98 -4.01 0.20
H: -3.21 -2.56 0.86
C: 4.18 1.30 -2.86
C: 4.16 2.16 -3.88
C: 5.22 2.16 -4.91
O: 5.20 2.94 -5.84
C: 6.32 1.17 -4.76
C: 6.34 0.32 -3.74
C: 5.27 0.32 -2.72
O: 5.29 -0.47 -1.79
H: 3.40 1.29 -2.11
H: 3.36 2.89 -4.01
H: 7.09 1.19 -5.52
H: 7.13 -0.41 -3.61
C: 4.43 2.06 4.51
C: 3.79 3.21 4.31
C: 3.08 3.49 3.04
O: 2.50 4.54 2.87
C: 3.12 2.45 1.99
C: 3.77 1.30 2.18
C: 4.47 1.02 3.46
O: 5.06 -0.03 3.63
H: 4.96 1.83 5.43
H: 3.75 3.98 5.07
H: 2.60 2.68 1.07
H: 3.81 0.53 1.43


3.
Formula: C31H47F2Sn
Source: the OMol25 dataset
Level of theory: wB97M-V/def2-TZVPD

Summary:
2S+1: 1
frontier orbital gap: 5.0 eV
F_max: 4.80 eV Å⁻¹
LUMO: 2.56 eV
DFT total energy: -44173.3469 eV
total charge: -1

Element x y z (Å)
C: -1.60 -0.33 3.55
C: -0.23 0.04 3.02
C: -0.06 -0.14 1.49
C: 1.28 0.48 1.03
Sn: 1.08 2.34 -0.06
C: -0.11 1.66 -1.77
C: 0.61 0.54 -2.53
C: 1.06 0.96 -3.94
C: 1.79 -0.15 -4.69
C: 0.10 3.99 0.96
C: -0.22 5.19 0.05
C: -1.72 5.48 -0.18
C: -2.51 4.33 -0.80
C: 2.98 3.12 -0.80
C: 4.21 2.45 -0.16
C: 5.04 3.39 0.73
C: 6.25 2.70 1.38
H: 3.92 1.58 0.45
H: -1.59 -0.23 4.63
H: -2.36 0.34 3.15
H: -1.83 -1.36 3.27
H: 0.00 1.10 3.29
H: 0.57 -0.55 3.50
H: -0.27 -1.42 1.05
H: -0.90 0.39 0.99
H: 1.93 0.75 1.88
H: 1.79 -0.20 0.33
H: -1.04 1.28 -1.31
H: -0.33 2.54 -2.40
H: 1.50 0.19 -1.98
H: -0.04 -0.35 -2.60
H: 0.17 1.25 -4.51
H: 1.70 1.85 -3.88
H: 2.06 0.19 -5.69
H: 2.70 -0.44 -4.17
H: 1.16 -1.05 -4.79
H: -0.80 3.58 1.44
H: 0.83 4.29 1.73
H: 0.22 6.11 0.47
H: 0.24 5.08 -0.95
H: -2.18 5.73 0.78
H: -1.83 6.37 -0.82
H: -3.54 4.63 -0.98
H: -2.09 4.03 -1.77
H: -2.54 3.44 -0.16
H: 2.98 2.94 -1.89
H: 2.97 4.21 -0.62
H: 4.88 2.05 -0.95
H: 5.38 4.24 0.13
H: 4.40 3.81 1.51
H: 6.83 3.43 1.95
H: 5.92 1.91 2.06
H: 6.89 2.26 0.61
F: -0.34 -4.47 -4.01
C: 0.28 -3.87 -2.95
C: 1.57 -3.40 -3.13
C: 2.18 -2.79 -2.04
C: 1.52 -2.67 -0.82
C: 0.18 -3.03 -0.66
C: -0.50 -2.63 0.62
C: -1.85 -3.20 0.79
C: -2.43 -3.63 1.93
C: -3.72 -4.27 2.08
C: -4.37 -4.89 1.00
C: -5.61 -5.46 1.16
F: -6.19 -6.13 0.12
C: -6.30 -5.46 2.39
C: -5.68 -4.76 3.45
C: -4.43 -4.23 3.31
C: -0.42 -3.72 -1.73
H: 2.07 -3.52 -4.10
H: 3.19 -2.39 -2.15
H: 2.05 -2.24 0.03
H: 0.15 -3.00 1.53
H: -2.44 -3.33 -0.11
H: -1.88 -3.46 2.85
H: -3.86 -4.96 0.04
H: -7.27 -5.88 2.47
H: -6.19 -4.75 4.41
H: -3.95 -3.74 4.16
H: -1.42 -4.12 -1.70


4.
Formula: C31H47N10O2PSTi
Source: the OMol25 dataset
Level of theory: wB97M-V/def2-TZVPD

Summary:
2S+1: 2
⟨S²⟩: 0.75
frontier orbital gap (alpha / beta): 7.5 / 7.9 eV
F_max: 2.39 eV Å⁻¹
LUMO (alpha / beta): -2.62 / -2.51 eV
DFT total energy: -95144.2457 eV
total charge: +1
energy relative to the best compared isomer or geometry (same formula, charge and spin): 20.0 kJ/mol

Element x y z (Å)
Ti: 0.56 0.01 0.16
O: 0.78 -1.86 3.72
C: 0.71 -1.52 2.58
N: 0.05 -0.43 2.03
C: -0.75 0.40 2.80
O: -0.81 0.51 4.00
C: -1.73 1.16 1.91
C: -2.78 1.84 2.48
C: -3.74 2.40 1.64
C: -3.58 2.25 0.27
C: -2.48 1.58 -0.21
N: -1.56 1.04 0.59
C: 1.25 -2.42 1.46
C: 1.83 -3.63 1.76
C: 2.21 -4.45 0.71
C: 2.00 -4.03 -0.58
C: 1.42 -2.79 -0.79
N: 1.06 -2.00 0.22
H: -2.84 1.89 3.56
H: -4.59 2.93 2.05
H: -4.31 2.66 -0.43
H: -2.33 1.45 -1.27
H: 1.96 -3.89 2.80
H: 2.68 -5.41 0.91
H: 2.27 -4.65 -1.43
H: 1.23 -2.41 -1.78
C: -2.44 -2.27 -4.07
N: -2.86 -2.15 -2.67
C: -3.91 -3.10 -2.29
C: -3.92 -3.04 -0.77
N: -2.66 -2.38 -0.47
C: -2.39 -2.05 0.91
C: -2.12 -1.76 -1.56
N: -1.10 -0.94 -1.48
C: -0.74 -0.24 -2.73
C: 0.21 0.90 -2.49
N: 1.43 0.40 -1.83
C: 2.44 -0.04 -2.51
N: 2.59 -0.17 -3.87
C: 1.86 0.52 -4.94
C: 3.88 -0.80 -4.19
C: 4.26 -1.40 -2.85
N: 3.59 -0.54 -1.86
C: 4.45 0.57 -1.39
H: -3.11 -2.99 -4.53
H: -1.43 -2.67 -4.18
H: -2.53 -1.35 -4.63
H: -3.66 -4.10 -2.64
H: -4.86 -2.81 -2.73
H: -3.96 -4.02 -0.32
H: -4.76 -2.46 -0.39
H: -3.02 -2.68 1.53
H: -2.61 -1.01 1.14
H: -1.36 -2.26 1.18
H: -1.61 0.17 -3.24
H: -0.23 -0.90 -3.43
H: -0.23 1.65 -1.84
H: 0.39 1.38 -3.44
H: 1.84 1.60 -4.78
H: 0.84 0.15 -5.06
H: 2.39 0.33 -5.86
H: 4.59 -0.05 -4.56
H: 3.74 -1.55 -4.97
H: 5.33 -1.43 -2.67
H: 3.87 -2.42 -2.77
H: 4.82 1.19 -2.21
H: 5.30 0.14 -0.86
H: 3.90 1.19 -0.69
C: 2.42 3.72 -1.51
C: 2.42 3.59 0.02
P: 0.92 2.80 0.71
C: -0.39 4.04 0.33
C: -0.04 5.52 0.49
C: 1.15 3.13 2.51
C: 2.19 2.29 3.27
H: 3.31 4.24 -1.87
H: 1.55 4.29 -1.86
H: 2.39 2.74 -1.99
H: 2.52 4.57 0.48
H: 3.28 3.00 0.36
H: -1.22 3.78 0.99
H: -0.74 3.85 -0.69
H: 0.27 5.76 1.51
H: -0.92 6.13 0.26
H: 0.75 5.83 -0.19
H: 1.41 4.19 2.59
H: 0.18 3.01 2.99
H: 3.17 2.32 2.79
H: 1.89 1.25 3.36
H: 2.31 2.68 4.29
S: 4.61 -1.06 1.90
C: 3.32 -0.29 1.35
N: 2.38 0.26 0.89